Formula: C25H20N4O2PtS4
Source: OMol25
Level of theory: ωB97M-V/def2-TZVPD

Values from the calculation:
Total charge   -2
Gap between HOMO and LUMO (alpha / beta)   4.5 / 6.0 eV
HOMO energy (alpha / beta)   -0.302 / -1.789 eV
Spin multiplicity   3

The geometry in XYZ format:
```
56
C25H20N4O2PtS4 | OMol25 | ωB97M-V/def2-TZVPD
Pt 0.8795 3.8750 -1.7154
C 1.5834 -1.4606 3.9048
C 2.0679 -0.3559 3.0023
C 3.4268 -0.1798 2.7588
C 3.8748 0.8349 1.9232
C 2.9549 1.6895 1.3386
C 1.5956 1.5356 1.5758
C 1.1607 0.5088 2.3962
S 3.4576 2.9833 0.2250
O 2.9884 4.2222 0.7806
O 4.8897 2.8368 0.0431
N 2.6057 2.6685 -1.0920
C 2.8803 1.5631 -1.8632
C 3.8868 0.6245 -1.6710
C 4.0016 -0.5027 -2.5025
C 3.1438 -0.7405 -3.5389
C 2.1081 0.1885 -3.7899
C 1.1539 0.0276 -4.8185
C 0.1748 0.9614 -4.9917
C 0.1438 2.0834 -4.1464
N 1.0212 2.2615 -3.1920
C 1.9902 1.3359 -2.9748
H 2.2209 -2.3431 3.8262
H 0.5642 -1.7510 3.6499
H 1.5864 -1.1425 4.9511
H 4.1430 -0.8586 3.2115
H 4.9278 0.9683 1.7113
H 0.8811 2.1783 1.0754
H 0.0956 0.3609 2.5324
H 4.6025 0.7645 -0.8773
H 4.8002 -1.2077 -2.2969
H 3.2316 -1.6248 -4.1594
H 1.2062 -0.8525 -5.4502
H -0.5811 0.8511 -5.7587
H -0.6098 2.8555 -4.2437
S -6.1784 0.4593 1.7931
C -4.6351 0.1492 1.2054
S -3.6636 1.3763 0.4839
C -2.3701 0.2161 0.0969
N -2.6884 -0.9845 0.5145
N -3.9386 -1.0066 1.1394
C -4.3316 -2.2943 1.5920
C -3.7170 -3.4077 1.0141
C -4.0548 -4.6837 1.4315
C -4.9985 -4.8778 2.4319
C -5.5929 -3.7696 3.0140
C -5.2671 -2.4833 2.6058
S -0.9700 0.7192 -0.6889
H -2.9723 -3.2465 0.2504
H -3.5691 -5.5346 0.9691
H -5.2591 -5.8778 2.7570
H -6.3220 -3.8979 3.8054
H -5.7339 -1.6287 3.0656
C -0.6082 4.9738 -2.3210
H -1.3024 4.7152 -3.1274
H -0.8851 5.9243 -1.8565
```

=====

Formula: C25H20O3P2PtS4
Source: OMol25
Level of theory: ωB97M-V/def2-TZVPD

Values from the calculation:
Total charge   -2
Gap between HOMO and LUMO (alpha / beta)   5.3 / 6.2 eV
HOMO energy (alpha / beta)   -0.992 / -1.875 eV
Spin multiplicity   3

The geometry in XYZ format:
```
55
C25H20O3P2PtS4 | OMol25 | ωB97M-V/def2-TZVPD
Pt 1.4891 -2.8228 -0.1826
S -2.1366 -3.3333 1.0295
P -1.4132 -1.6016 0.4919
C 0.0204 -1.5787 -0.5394
P 0.4720 -0.4576 -1.7761
S 0.0246 -0.9165 -3.6494
C -0.1823 1.2400 -1.4012
C 0.2364 1.8894 -0.2409
C -0.2403 3.1580 0.0790
C -1.1566 3.7854 -0.7501
C -1.5849 3.1440 -1.9086
C -1.0916 1.8844 -2.2361
C 2.2711 -0.1254 -1.6200
C 3.0134 0.1643 -2.7599
C 4.3737 0.4353 -2.6604
C 5.0030 0.4160 -1.4205
C 4.2658 0.1368 -0.2781
C 2.9024 -0.1235 -0.3719
C -0.8888 -0.6515 1.9730
C -0.0123 -1.3381 2.8208
C 0.5356 -0.6977 3.9248
C 0.2024 0.6247 4.2054
C -0.6689 1.3059 3.3672
C -1.2059 0.6752 2.2468
C -2.8075 -0.6718 -0.2325
C -3.0022 -0.6928 -1.6171
C -4.1323 -0.1002 -2.1711
C -5.0787 0.5133 -1.3637
C -4.9061 0.5154 0.0129
C -3.7823 -0.0858 0.5786
H 0.9314 1.3951 0.4258
H 0.0951 3.6412 0.9892
H -1.5382 4.7674 -0.4952
H -2.3059 3.6235 -2.5603
H -1.4018 1.3807 -3.1440
H 2.5174 0.1409 -3.7221
H 4.9489 0.6398 -3.5566
H 6.0687 0.5975 -1.3476
H 4.7466 0.0808 0.6904
H 2.3414 -0.3684 0.5237
H 0.2545 -2.3640 2.5913
H 1.2351 -1.2336 4.5552
H 0.6295 1.1222 5.0688
H -0.9262 2.3400 3.5712
H -1.8522 1.2333 1.5832
H -2.2748 -1.1655 -2.2642
H -4.2622 -0.1189 -3.2478
H -5.9543 0.9793 -1.8020
H -5.6500 0.9745 0.6543
H -3.6723 -0.1177 1.6542
O 3.3455 -3.9590 -0.1357
S 3.2806 -4.4660 1.2875
O 3.6877 -3.4314 2.2365
O 4.0184 -5.7046 1.4772
S 1.2177 -4.6779 1.4165
```

=====

Formula: C25H21AsBF7N3S3Zr
Source: OMol25
Level of theory: ωB97M-V/def2-TZVPD

Values from the calculation:
Total charge   +1
Gap between HOMO and LUMO   7.6 eV
HOMO energy   -11.105 eV
Spin multiplicity   1

The geometry in XYZ format:
```
62
C25H21AsBF7N3S3Zr | OMol25 | ωB97M-V/def2-TZVPD
Zr 1.1874 0.4867 0.7528
F -1.7437 5.0545 0.9979
C -0.5896 5.4308 1.5607
F -0.8450 6.4817 2.3480
F 0.2228 5.8525 0.5752
C 0.0473 4.3061 2.3370
C 0.3118 4.4312 3.6905
C 0.9089 3.3871 4.3856
C 1.2282 2.2381 3.6969
N 0.9794 2.1257 2.3882
C 0.3967 3.1173 1.7030
S 0.1636 2.6902 0.0079
H 0.0490 5.3481 4.2001
H 1.1212 3.4664 5.4410
H 1.6953 1.3852 4.1711
S -0.3269 -0.4438 2.4450
C -0.9823 -2.0580 2.0827
C -1.3683 -2.8832 3.1319
C -1.8969 -4.1369 2.8599
C -2.0523 -4.5756 1.5515
C -1.6779 -3.7511 0.5006
C -1.1495 -2.4975 0.7717
As -0.5930 -1.2513 -0.5650
C -0.1065 -2.3399 -2.0780
C -0.9044 -2.4016 -3.2139
C -0.5322 -3.2247 -4.2689
C 0.6252 -3.9840 -4.1845
C 1.4177 -3.9249 -3.0451
C 1.0565 -3.0998 -1.9924
C -2.1721 -0.2896 -1.0914
C -3.3852 -0.5143 -0.4536
C -4.4979 0.2310 -0.8195
C -4.3964 1.1920 -1.8144
C -3.1812 1.4156 -2.4490
C -2.0647 0.6800 -2.0849
H -1.2466 -2.5483 4.1535
H -2.1856 -4.7800 3.6807
H -2.4611 -5.5568 1.3527
H -1.7885 -4.0815 -0.5254
H -1.8134 -1.8177 -3.2793
H -1.1525 -3.2742 -5.1540
H 0.9105 -4.6271 -5.0064
H 2.3173 -4.5222 -2.9767
H 1.6803 -3.0526 -1.1061
H -3.4673 -1.2631 0.3246
H -5.4444 0.0586 -0.3248
H -5.2660 1.7705 -2.0965
H -3.1019 2.1665 -3.2238
H -1.1147 0.8607 -2.5768
F 5.0181 -0.3987 1.1766
B 3.7862 -0.1000 1.5892
F 3.2938 1.1574 0.9411
F 2.7691 -1.0302 1.0048
F 3.5186 0.0151 2.9094
N 3.1371 2.7155 -1.6614
C 3.2766 1.4088 -1.7946
N 4.4705 0.8804 -2.0048
S 1.8938 0.3498 -1.7780
H 3.9379 3.3271 -1.6164
H 2.2308 3.0846 -1.3937
H 5.3120 1.4326 -2.0571
H 4.5446 -0.1193 -2.0953
```

=====

Formula: C25H21BrMnN10O3
Source: OMol25
Level of theory: ωB97M-V/def2-TZVPD

Values from the calculation:
Total charge   +2
Gap between HOMO and LUMO (alpha / beta)   6.6 / 6.5 eV
HOMO energy (alpha / beta)   -12.891 / -13.739 eV
Spin multiplicity   4

The geometry in XYZ format:
```
61
C25H21BrMnN10O3 | OMol25 | ωB97M-V/def2-TZVPD
Mn 0.0263 -0.1858 -2.5550
C 3.8641 -0.6015 -0.7421
C 2.5509 -0.1957 -1.3022
N 1.6360 -1.0070 -1.7260
O 1.9545 -2.3506 -1.7300
C 2.1560 1.2174 -1.4515
C 2.9507 2.4194 -1.0790
N 0.9855 1.2253 -1.9840
O 0.1201 2.0037 -2.4618
H 4.1363 -1.6052 -1.0517
H 3.8097 -0.5784 0.3497
H 4.6366 0.1039 -1.0451
H 1.2072 -2.7945 -1.3033
H 3.3950 2.2995 -0.0912
H 2.3105 3.2997 -1.0774
H 3.7614 2.5907 -1.7905
Br 1.1904 -0.0939 8.2001
C -0.3122 0.0786 7.0953
C -0.3904 -0.6867 5.9312
C -1.4867 -0.5620 5.1065
C -2.5037 0.3297 5.4598
C -2.4444 1.0595 6.6464
C -1.3332 0.9492 7.4589
N -3.6740 0.5061 4.7010
N -3.8271 0.1188 3.5609
C -3.0687 -0.0402 2.4577
C -3.4534 -1.0692 1.5754
C -2.7728 -1.2977 0.4124
C -1.7104 -0.4599 0.0042
O -1.1689 -0.6538 -1.1369
C -1.3137 0.6320 0.8844
N -0.2863 1.3974 0.4775
C 0.0454 2.4350 1.2115
C -0.6262 2.7954 2.3888
C -1.6540 2.0054 2.8286
C -2.0100 0.8672 2.0844
H 0.4022 -1.3817 5.6932
H -1.5671 -1.1709 4.2159
H -3.2705 1.7061 6.9107
H -1.2621 1.5173 8.3753
H -4.2962 -1.6874 1.8562
H -3.0710 -2.1009 -0.2463
H 0.8741 3.0394 0.8586
H -0.3340 3.6843 2.9299
H -2.1942 2.2705 3.7264
N -1.4177 -3.6333 -4.5402
C -1.5970 -2.8284 -3.4964
N -0.7704 -1.8038 -3.6173
C -0.1030 -2.0567 -4.7811
N -0.4705 -3.1600 -5.3723
C 0.8718 -1.0732 -5.2356
C 1.5388 -1.1322 -6.4497
N 2.3551 -0.1616 -6.8352
C 2.4867 0.8772 -6.0221
C 1.8346 0.9478 -4.7975
N 1.0390 -0.0414 -4.3914
H -1.9000 -4.4919 -4.7652
H -2.3115 -2.9918 -2.7080
H 1.3973 -1.9772 -7.1121
H 3.1294 1.6862 -6.3451
H 1.9356 1.8120 -4.1578
```